No. 1
C3H7PS | wB97M-V/def2-TZVPD

The highest occupied orbital energy (alpha / beta) comes out at -0.26107 / -0.27298 Eh. Its energy above the lowest of the compared OMol25 structures with the same formula, charge and spin is 43.81 kcal per mole. The multiplicity is 1.

XYZ file:
```
12
Properties=species:S:1:pos:R:3:nbo_charge:R:1
C -0.3061 -0.3849 0.0374 -0.086
C 0.5884 -1.5579 0.0052 -0.667
C 0.2280 0.9946 0.0176 -0.683
P -3.9342 0.2776 -0.0001 -0.054
S -2.0053 -0.7632 -0.0006 0.155
H 0.0357 -2.4708 0.2097 0.239
H 1.3771 -1.4402 0.7481 0.225
H 1.0629 -1.6458 -0.9752 0.228
H 0.2412 1.3958 -1.0005 0.237
H 1.2512 1.0054 0.3863 0.221
H -0.3752 1.6648 0.6256 0.238
H -3.4447 1.5854 0.0010 -0.054
```


No. 2
C3H4BrNO | wB97M-V/def2-TZVPD

The highest occupied orbital energy comes out at -0.35030 Eh. Its energy above the lowest of the compared OMol25 structures with the same formula, charge and spin is 10.33 kcal per mole. The multiplicity is 1. The SMILES is C=CBr.N=C=O.

XYZ file:
```
10
Properties=species:S:1:pos:R:3:nbo_charge:R:1
C 1.1015 -0.6465 -0.5484 -0.409
C 0.8782 0.6354 -0.3595 -0.269
Br 0.9022 1.8928 -1.7772 0.028
H 1.3124 -1.0599 -1.5189 0.213
H 1.0702 -1.3396 0.2745 0.213
H 0.6632 1.0916 0.5923 0.219
N -2.1505 0.6326 0.4201 -0.791
C -2.1424 0.0682 -0.6298 0.871
O -1.9644 -0.5658 -1.5763 -0.504
H -2.7650 1.2693 0.8727 0.427
```


No. 3
C26H26O4 | wB97M-V/def2-TZVPD

The highest occupied orbital energy comes out at -0.20678 Eh. Its energy above the lowest of the compared OMol25 structures with the same formula, charge and spin is 9.06 kcal per mole. The multiplicity is 1.

XYZ file:
```
56
Properties=species:S:1:pos:R:3:nbo_charge:R:1
C 5.6849 2.2710 -1.8797 -0.259
O 5.3727 0.9150 -1.4914 -0.478
C 4.0860 0.4934 -1.5821 0.379
C 3.8151 -0.8236 -1.1301 -0.275
C 2.5195 -1.2490 -1.0181 -0.122
C 1.4226 -0.3958 -1.3444 -0.098
C 0.1143 -0.8519 -1.0718 0.023
C -1.0870 -0.1085 -1.2411 -0.167
C -2.2708 -0.7637 -1.6835 -0.125
C -3.4461 -0.0533 -1.8061 -0.117
C -3.4747 1.3063 -1.4113 0.427
O -4.7280 1.8343 -1.3500 -0.489
C -5.6537 0.8126 -1.8799 -0.065
C -4.8453 -0.4599 -2.1477 -0.459
C -2.3248 1.9895 -0.9821 -0.308
C -1.1504 1.2821 -0.9121 -0.111
C 1.7283 0.8639 -1.9442 -0.075
C 3.0295 1.3129 -2.0499 -0.352
H 6.7638 2.3376 -1.7455 0.210
H 5.4164 2.4556 -2.9285 0.183
H 5.1716 2.9937 -1.2291 0.188
H 4.6554 -1.4465 -0.8378 0.241
H 2.3082 -2.2520 -0.6557 0.234
H -0.0022 -1.9183 -0.8729 0.230
H -2.2422 -1.8246 -1.9385 0.222
H -6.4452 0.6687 -1.1356 0.197
H -6.0920 1.2179 -2.8000 0.190
H -4.9336 -0.7660 -3.1964 0.226
H -5.1973 -1.2942 -1.5275 0.229
H -2.4036 3.0384 -0.7014 0.234
H -0.2390 1.7768 -0.5735 0.228
H 0.9247 1.4835 -2.3364 0.213
H 3.2412 2.2983 -2.4702 0.226
C -4.2194 1.0069 2.1345 -0.626
C -3.2981 -0.1764 1.9968 -0.071
O -1.9510 0.3241 2.0173 -0.538
C -1.0090 -0.6667 1.9649 0.725
C 0.3064 -0.1278 2.1604 -0.423
C 1.4574 -0.8930 2.3715 -0.063
C 1.4868 -2.3228 2.2787 -0.193
C 2.6964 -3.0020 2.3194 -0.236
C 3.9032 -2.3044 2.4717 -0.271
C 3.8906 -0.9121 2.6475 -0.220
C 2.6962 -0.2162 2.6303 -0.220
O -1.3266 -1.8335 1.7091 -0.708
H -5.2229 0.7418 1.7894 0.203
H -4.2881 1.2905 3.1904 0.209
H -3.8687 1.8715 1.5607 0.215
H -3.4294 -0.8772 2.8353 0.189
H -3.4694 -0.7155 1.0544 0.178
H 0.3518 0.9406 2.3337 0.208
H 0.5363 -2.8393 2.1446 0.240
H 2.7048 -4.0894 2.2235 0.206
H 4.8514 -2.8404 2.4591 0.204
H 4.8252 -0.3690 2.7936 0.206
H 2.6577 0.8660 2.7880 0.201
```


No. 4
C10H18N2O2S | wB97M-V/def2-TZVPD

The highest occupied orbital energy comes out at -0.32986 Eh. Its energy above the lowest of the compared OMol25 structures with the same formula, charge and spin is 84.84 kcal per mole. The multiplicity is 1.

XYZ file:
```
33
Properties=species:S:1:pos:R:3:nbo_charge:R:1
C -0.5319 -0.1533 0.2960 0.313
C -1.2430 1.1373 -0.0199 -0.133
C -1.6895 -1.1427 -0.0358 -0.135
C 1.7500 -0.4324 0.0217 0.560
C -0.9208 1.7813 -1.3993 -0.604
C -1.0028 2.2116 1.1040 -0.654
C -1.3924 -1.9903 -1.2877 -0.626
C -1.9912 -2.0444 1.1466 -0.622
C 2.4016 -1.7132 -0.4562 -0.626
C 2.6292 1.8879 0.4025 -0.270
N 0.1273 -0.1889 1.4880 -0.143
N 1.3291 -0.4359 1.4002 -0.105
O 0.5796 -0.2921 -0.7761 -0.553
O 2.7549 0.5642 -0.2478 -0.532
S -2.8530 0.2863 0.0061 0.215
H -1.8195 2.3661 -1.4928 0.211
H -0.9793 1.1082 -2.2526 0.226
H -0.0045 2.3317 -1.3985 0.218
H -1.6865 3.1174 0.9725 0.230
H -0.0371 2.7074 1.0995 0.208
H -0.8999 1.7064 2.1434 0.247
H -0.5528 -2.7016 -1.1762 0.229
H -1.4288 -1.3724 -2.1937 0.229
H -2.1180 -2.7735 -1.5681 0.222
H -1.4519 -1.7244 1.9818 0.229
H -1.7249 -3.0772 0.8838 0.205
H -3.1012 -2.0669 1.2794 0.223
H 2.9398 -1.4315 -1.4449 0.248
H 1.7157 -2.5032 -0.4220 0.211
H 3.2357 -1.9860 0.2300 0.219
H 3.1155 2.6383 -0.2972 0.198
H 3.1776 1.9217 1.3428 0.185
H 1.6729 2.2641 0.6706 0.176
```


No. 5
C33H55AlCl4N6O16PS | wB97M-V/def2-TZVPD

The highest occupied orbital energy comes out at -0.10914 Eh. As for the charge: -1. The multiplicity is 1.

XYZ file:
```
117
Properties=species:S:1:pos:R:3:mulliken_charge:R:1
C -1.7601 -1.1992 2.2962 -1.040
C -1.1737 -2.0487 1.4600 -0.095
C -0.2837 -1.6563 0.3004 0.203
C 0.8336 -2.6888 0.0528 0.422
C 1.1540 -3.6552 0.9419 -0.074
C 2.1832 -4.6119 0.7220 -0.097
N 2.4123 -5.5244 1.7078 -0.587
C 3.3599 -6.3621 1.3471 -0.374
C 4.0848 -6.3116 0.1203 -0.283
N 3.8742 -5.4193 -0.8096 -0.561
C 2.8721 -4.5543 -0.4956 -0.533
C 2.5322 -3.5369 -1.4198 -0.592
C 1.5683 -2.6059 -1.1823 0.411
C 1.3235 -1.5374 -2.2303 -0.507
C 2.6130 -0.7383 -2.5844 -0.295
C 2.4528 0.0101 -3.9180 -1.096
P 4.0585 0.1483 -4.7843 0.632
O 4.7515 -1.1275 -4.5708 -0.537
O 3.6999 0.5006 -6.2830 -0.351
C 4.7228 0.1608 -7.2818 0.114
C 4.7473 -1.3080 -7.7116 -0.981
O 4.8128 1.3483 -3.9837 -0.335
C 6.0067 1.8786 -4.6309 -0.416
C 7.1930 0.9140 -4.6507 -0.898
H -1.5071 -0.1419 2.3740 -0.001
H -2.5094 -1.5895 2.9879 0.299
H -1.3557 -3.1116 1.6313 0.364
H -0.9213 -1.6401 -0.6077 0.175
H 0.1902 -0.6691 0.4421 0.217
H 0.6097 -3.7179 1.8828 0.582
H 3.6412 -7.1382 2.0632 0.434
H 4.8642 -7.0548 -0.0557 0.406
H 3.0935 -3.4940 -2.3565 0.604
H 0.8575 -1.9254 -3.1462 0.475
H 0.6084 -0.7913 -1.8378 0.310
H 2.7178 0.0086 -1.7477 0.139
H 3.4698 -1.4222 -2.5516 0.693
H 1.6669 -0.4282 -4.5388 0.550
H 2.1310 1.0644 -3.7342 0.275
H 4.4682 0.7460 -8.1756 0.372
H 5.7388 0.4638 -7.0071 0.041
H 5.4555 -1.8415 -7.0583 0.182
H 5.1826 -1.3336 -8.7298 0.303
H 3.7869 -1.8257 -7.6370 0.281
H 5.7177 2.2125 -5.6362 0.355
H 6.3064 2.7540 -4.0409 0.329
H 8.0337 1.4264 -5.1437 0.382
H 7.4949 0.5634 -3.6581 0.311
H 7.0066 0.0225 -5.2646 0.233
C 4.7786 -4.8108 4.0009 0.823
O 5.9551 -5.0533 3.6936 -0.561
O 4.0847 -5.5062 4.8065 -0.479
O 4.0973 -3.8475 3.5451 -0.468
C -1.7897 4.2787 2.2110 -1.363
C -1.7043 3.7733 3.6487 0.791
C -0.4797 4.2987 4.4160 -0.898
O 0.7432 3.6743 4.0734 -0.385
C 1.3554 4.1633 2.8971 -0.518
N -1.7542 2.3084 3.6380 -0.408
H -1.1013 3.7572 1.5467 0.285
H -2.7942 4.1185 1.8149 0.253
H -1.5763 5.3486 2.1556 0.396
H -2.5931 4.1390 4.1740 -0.142
H -0.6296 4.0798 5.4766 0.351
H -0.3918 5.3901 4.3314 0.439
H 1.1897 5.2364 2.7653 0.308
H 0.9960 3.6174 2.0197 0.091
H 2.4279 3.9848 2.9811 0.277
H -1.8046 1.9732 4.5966 0.262
H -0.8477 1.9767 3.3159 0.297
Al 2.7748 1.5820 -1.1992 0.367
C -5.5185 -2.8267 0.4434 -1.367
C -5.5148 -1.3333 0.7517 0.110
C -5.2498 -0.4676 -0.4837 -0.402
C -3.9309 -0.7804 -1.0483 0.246
N -2.8935 -1.0388 -1.4848 -0.496
H -4.5473 -3.1627 0.0749 0.320
H -5.7394 -3.3989 1.3449 0.368
H -6.2738 -3.0723 -0.3072 0.347
H -4.7605 -1.1274 1.5119 -0.036
H -6.4805 -1.0543 1.1761 0.352
H -5.2719 0.5893 -0.2137 0.125
H -6.0131 -0.6382 -1.2451 0.356
C -5.7722 4.0164 4.0265 -0.264
C -6.5156 3.8349 2.7260 -0.170
O -6.0919 2.5343 2.3056 -0.333
C -5.6923 1.8486 3.4076 0.614
O -5.4381 0.6920 3.4239 -0.529
O -5.6194 2.6694 4.4935 -0.280
H -6.3235 4.6164 4.7501 0.379
H -4.7807 4.4529 3.8824 0.018
H -7.5965 3.8273 2.8590 0.107
H -6.2557 4.5872 1.9839 0.365
C 7.0881 -3.5443 -2.7795 -0.670
O 5.7338 -3.2119 -3.0409 -0.271
H 7.1109 -4.3115 -2.0081 0.228
H 7.5647 -3.9322 -3.6843 0.294
H 7.6347 -2.6641 -2.4246 0.262
H 5.7209 -2.5298 -3.7267 0.380
C -10.4246 2.7616 4.9097 0.317
Cl -11.2171 1.2661 5.4211 -0.113
Cl -8.6732 2.5572 4.9845 0.007
Cl -10.9035 3.1438 3.2460 -0.124
Cl -10.9084 4.0821 5.9793 -0.099
O 4.9290 -2.6262 -11.4241 -0.633
S 5.0693 -1.2825 -12.0301 1.295
O 6.0804 -1.3190 -13.1046 -0.645
O 5.4905 -0.3206 -10.9799 -0.658
O 3.7697 -0.8664 -12.5996 -0.631
C -6.3345 3.6970 8.0852 0.605
O -7.2671 4.0545 7.3830 -0.572
N -5.1659 3.2114 7.5725 -0.249
N -6.3868 3.7507 9.4495 -0.431
H -4.3940 2.9123 8.1370 0.177
H -5.0920 3.1472 6.5732 0.172
H -7.2316 4.1005 9.8615 0.230
H -5.6365 3.4617 10.0472 0.147
```


No. 6
C30H35AsBF2N3O2S2Si2Tl | wB97M-V/def2-TZVPD

The highest occupied orbital energy comes out at -0.11761 Eh. As for the charge: -1. Its energy above the lowest of the compared OMol25 structures with the same formula, charge and spin is 0.00 kcal per mole. The multiplicity is 1.

XYZ file:
```
79
Properties=species:S:1:pos:R:3:mulliken_charge:R:1
Tl 0.8884 -0.1427 0.6031 0.628
C 0.0845 2.7592 -0.7048 -0.254
O -0.8593 1.6926 -0.8029 0.626
C -2.0638 1.9540 -1.3172 0.045
C -2.4232 3.1735 -1.8840 -1.284
C -3.7299 3.4089 -2.2848 -0.855
C -4.7047 2.4349 -2.1181 -0.848
C -4.3482 1.2178 -1.5652 -0.280
C -3.0396 0.9620 -1.1845 0.266
N -2.7196 -0.2933 -0.5627 1.372
N -3.5092 -0.6168 0.3540 -0.741
C -3.2636 -1.7411 1.0562 0.263
C -2.0596 -2.4506 0.9128 0.779
O -1.2043 -2.1547 -0.0181 -0.695
C -1.7231 -3.4645 1.8438 -0.946
C -2.6069 -3.8195 2.8038 -0.907
C -3.8880 -3.1954 2.9289 0.739
C -4.8277 -3.6272 3.8848 -0.866
C -6.0474 -3.0147 3.9934 -0.544
C -6.3583 -1.9247 3.1625 -0.636
C -5.4614 -1.4902 2.2192 -0.601
C -4.2170 -2.1301 2.0727 0.633
H -0.2990 3.5531 -0.0583 0.490
H 0.3321 3.1589 -1.6846 0.314
H 0.9854 2.3273 -0.2764 -0.585
H -1.6934 3.9619 -1.9912 0.468
H -3.9820 4.3680 -2.7198 0.419
H -5.7294 2.6195 -2.4134 0.387
H -5.0796 0.4306 -1.4297 0.473
H -0.7579 -3.9455 1.7535 0.530
H -2.3467 -4.6101 3.4983 0.362
H -4.5699 -4.4548 4.5355 0.384
H -6.7707 -3.3656 4.7182 0.381
H -7.3107 -1.4225 3.2727 0.400
H -5.6930 -0.6562 1.5704 0.467
S 1.9056 0.3000 3.6117 -0.392
C 0.6076 1.3792 3.4976 0.191
N -0.2418 1.4786 2.4970 0.207
C -1.2151 2.4393 2.6976 -1.506
C -2.2558 2.7394 1.8179 0.328
C -3.1590 3.7405 2.1448 -0.700
C -3.0450 4.4444 3.3438 -0.533
C -2.0240 4.1469 4.2378 -0.450
C -1.1165 3.1486 3.9074 0.519
S 0.2457 2.5457 4.8037 -0.340
H -2.3564 2.1732 0.8984 0.865
H -3.9636 3.9750 1.4572 0.433
H -3.7609 5.2212 3.5844 0.368
H -1.9388 4.6793 5.1780 0.378
C 2.3401 2.0269 -4.6098 -0.930
Si 3.6761 1.5330 -3.3614 0.546
C 5.1879 1.1531 -4.4364 -1.098
C 4.1658 3.0926 -2.4036 -1.005
As 2.9480 -0.3080 -2.1756 -0.083
Si 4.4928 -0.1267 -0.4563 0.368
C 6.3067 -0.1100 -0.9989 -1.125
C 4.3160 -1.6568 0.6451 -0.861
C 4.3150 1.3797 0.6901 -0.892
H 2.6417 2.8788 -5.2308 0.317
H 1.3997 2.2774 -4.1166 0.063
H 2.1336 1.1772 -5.2691 0.288
H 5.4667 2.0058 -5.0708 0.314
H 4.9798 0.2958 -5.0829 0.289
H 6.0495 0.8951 -3.8132 0.248
H 4.3384 3.9405 -3.0779 0.414
H 5.0897 2.9128 -1.8450 0.228
H 3.3985 3.3845 -1.6787 0.171
H 6.5262 -0.9840 -1.6202 0.261
H 6.9868 -0.1198 -0.1365 0.347
H 6.5279 0.7846 -1.5916 0.234
H 4.5424 -2.5667 0.0813 0.243
H 3.2967 -1.7560 1.0346 0.097
H 4.9875 -1.6065 1.5105 0.269
H 4.9671 2.1992 0.3705 0.325
H 4.5665 1.1259 1.7259 0.379
H 3.2910 1.7656 0.7012 0.030
F -2.6094 -2.2566 -1.9188 -0.343
B -1.7792 -1.4186 -1.1910 0.353
F -0.7886 -0.8989 -1.9449 -0.199
```


| no. | F_max (hartree/bohr) |
| --- | --- |
| 1 | 0.0648 |
| 2 | 0.0228 |
| 3 | 0.0287 |
| 4 | 0.1174 |
| 5 | 0.0433 |
| 6 | 0.0186 |